{
  "formula": "C4H12NOS",
  "method": "ωB97M-V with the def2-TZVPD basis set",
  "energy_ev": -18715.7972,
  "orbital_gap_ha": 0.243,
  "e_lumo_ev": 3.8717,
  "de_lowest_kj_mol": 92.4,
  "max_force_ha_per_bohr": 0.0580,
  "total_charge": -1,
  "species": ["C", "N", "C", "C", "S", "C", "H", "H", "H", "H", "H", "H", "H", "H", "H", "H", "H", "H", "O"],
  "coordinates": [[-0.56, -1.56, 1.54], [-0.27, -0.14, 1.44], [1.01, 0.33, 0.91], [0.88, 1.44, -0.16], [-0.23, 0.89, -1.56], [1.84, 0.79, 2.09], [-1.35, -1.60, 2.30], [0.37, -2.05, 1.80], [-0.96, -2.07, 0.63], [-1.08, 0.34, 1.06], [1.47, -0.48, 0.30], [1.79, 1.74, -0.66], [0.25, 2.14, 0.41], [2.19, 0.07, 2.86], [2.83, 1.10, 1.72], [1.26, 1.54, 2.63], [-1.62, -2.77, -2.19], [-1.50, -1.29, -2.06], [-2.17, -1.96, -2.32]],
  "lowdin_charge": [-0.148, -0.136, -0.548, -0.670, 0.168, -0.103, 0.065, 0.068, 0.062, 0.073, 0.115, 0.026, 0.040, 0.057, 0.065, 0.068, 0.026, -0.077, -0.151]
}